Entry 1:
ORCA calculation (ωB97M-V/def2-TZVPD) on a 2-piece molecular cluster, C4H12O2S overall.

Geometry as XYZ:
```
19
Properties=species:S:1:pos:R:3:forces:R:3
O -0.81242 0.63137 0.50341 -0.3 0.7 1.5
S 1.15369 -0.25563 -1.64826 0.3 0.2 -0.6
C -1.23722 -0.28499 1.52594 0.2 -0.2 -0.7
C 1.80909 -1.37131 -0.42570 -0.1 -0.9 0.8
C -1.31935 0.43303 -0.78025 -1.0 0.2 -0.3
C -0.59527 -0.66368 -1.44568 0.3 -1.2 -1.0
H -0.82581 -1.27815 1.27899 -0.3 0.1 0.4
H -2.33492 -0.36659 1.59675 0.3 0.2 -0.2
H -0.84333 0.02456 2.50860 0.0 0.1 -0.7
H 1.22819 -1.23040 0.50130 0.5 -0.1 -0.3
H 2.87912 -1.23698 -0.19419 -0.5 0.2 -0.4
H 1.65361 -2.40250 -0.78499 0.2 0.3 0.3
H -2.38072 0.12038 -0.81501 0.0 0.5 0.5
H -1.22102 1.35767 -1.38092 0.0 -0.2 0.6
H -0.70985 -1.58219 -0.83850 0.2 0.3 -0.5
H -1.06518 -0.85043 -2.43045 0.4 0.0 0.4
O 1.38200 3.20501 1.23886 0.6 -0.6 -0.9
H 0.96206 2.46104 0.75058 0.3 0.6 0.4
H 2.27733 3.28978 0.83953 -1.0 -0.1 0.4
```
Positions in Å, forces in eV/Å.

Computed properties:
- ΔE to the lowest compared entry with this formula, charge and spin: 18.51 kcal/mol
- Largest force on an atom: 1.7 eV/Å
- SMILES: COCCSC.O
- Frontier orbital gap: 0.345 Ha
- Spin multiplicity: 1

These are the Mulliken partial charges, in e, on atoms 1 to 8: O -0.22; S -0.11; C -0.75; C -0.72; C -0.47; C -0.69; H 0.32; H 0.27

***

Entry 2:
ORCA calculation (ωB97M-V/def2-TZVPD) on C4H12O2Sn as an isolated structure.

Geometry as XYZ:
```
19
Properties=species:S:1:pos:R:3:forces:R:3
Sn 5.12194 -2.12961 2.40578 0.0 -1.0 2.2
C 3.68475 -3.18937 5.65249 0.5 0.0 -0.1
C 5.16169 -3.49835 5.82529 -0.6 -0.7 -0.7
O 5.94724 -2.42034 5.29439 0.0 0.2 -0.9
H 3.60719 -2.62045 4.69214 -0.2 0.2 0.0
H 3.31028 -2.58964 6.47808 -0.3 0.1 -0.3
H 3.09739 -4.08493 5.46816 -0.1 0.0 0.3
H 5.38177 -4.36334 5.19791 0.3 -0.1 0.3
H 5.42630 -3.71923 6.85828 0.1 0.2 0.0
H 6.42659 -1.96401 5.99737 0.1 0.2 -0.2
C 3.52326 -6.84448 4.48267 -0.3 1.0 0.1
C 4.36732 -6.46523 3.29613 0.0 -0.7 -0.5
O 4.24892 -5.01395 3.02561 0.4 1.8 -0.3
H 3.36172 -7.91434 4.58325 0.3 -0.1 -0.1
H 2.54018 -6.38327 4.36010 -0.1 -0.2 0.0
H 3.94152 -6.43782 5.40407 0.1 -0.3 0.1
H 3.98270 -6.90774 2.37631 0.1 -0.3 0.1
H 5.42201 -6.71793 3.39194 0.0 0.0 0.1
H 4.32734 -4.90947 2.07126 -0.3 -0.7 -0.1
```
Positions in Å, forces in eV/Å.

Computed properties:
- ΔE to the lowest compared entry with this formula, charge and spin: 49.76 kcal/mol
- Total charge: +2
- Largest force on an atom: 2.4 eV/Å
- Frontier orbital gap: 0.225 Ha
- Spin multiplicity: 1

These are the Mulliken partial charges, in e, on atoms 1 to 8: Sn 1.64; C -0.25; C -0.17; O -0.50; H -0.21; H 0.31; H 0.17; H 0.05

***

Entry 3:
ORCA calculation (ωB97M-V/def2-TZVPD) on a 2-piece molecular cluster, C4H12O3 overall.

Geometry as XYZ:
```
19
Properties=species:S:1:pos:R:3:forces:R:3
C 1.75856 0.47552 -0.03137 0.8 -0.3 0.8
O 1.23356 1.71672 0.53756 0.2 -1.0 0.5
C 0.77934 -0.20489 -0.96743 -0.2 0.7 -0.4
C -0.57593 -0.58503 -0.41055 0.1 1.4 1.4
C -1.51548 -1.04270 -1.48364 -1.2 -0.6 -1.4
O -1.15339 0.58100 0.23091 0.2 1.4 0.0
H 2.00143 -0.27000 0.78303 0.0 1.0 -0.6
H 2.68365 0.83384 -0.54158 -0.6 -0.9 0.1
H 1.31802 1.55807 1.49140 -0.3 0.4 -0.2
H 1.18859 -1.13790 -1.35668 0.4 0.3 -0.3
H 0.58436 0.54790 -1.75109 0.0 -0.6 -0.3
H -0.51152 -1.27355 0.45105 0.3 -0.4 -0.7
H -2.12432 -1.88915 -1.20878 -0.5 -0.1 0.7
H -1.07798 -1.46615 -2.38996 0.8 0.4 0.0
H -2.22454 -0.26655 -1.84795 0.7 -0.2 0.6
H -0.50789 1.35927 0.23222 -0.8 -1.5 -0.2
H -0.80115 0.27436 1.95708 -0.3 0.3 0.3
H -0.61686 0.74367 3.46901 -0.3 0.1 -0.2
O -0.43845 0.04556 2.83675 0.5 -0.4 0.0
```
Positions in Å, forces in eV/Å.

Computed properties:
- ΔE to the lowest compared entry with this formula, charge and spin: 14.03 kcal/mol
- Largest force on an atom: 1.9 eV/Å
- SMILES: C[C@H](O)CCO.O
- Frontier orbital gap: 0.408 Ha
- Spin multiplicity: 1

These are the Mulliken partial charges, in e, on atoms 1 to 8: C -0.52; O -0.61; C -0.75; C 0.68; C -1.53; O -0.78; H 0.33; H 0.31

***

Entry 4:
ORCA calculation (ωB97M-V/def2-TZVPD) on a 2-piece molecular cluster, C4H12O3 overall.

Geometry as XYZ:
```
19
Properties=species:S:1:pos:R:3:forces:R:3
C 0.83932 1.63291 -0.61593 0.7 -1.0 0.2
O 2.17182 1.87680 -1.05516 0.0 0.0 -0.4
C 0.80334 0.18609 -0.08075 -0.9 1.1 0.0
C -0.30866 -0.06389 0.96314 0.4 -0.5 -0.1
C -1.51668 0.87304 0.92054 0.4 -1.0 -0.5
O -0.83137 -1.39617 0.78658 -0.1 -0.3 -0.2
H 0.64216 2.33152 0.18057 -0.6 0.4 0.2
H 0.12895 1.68000 -1.44652 0.0 0.5 0.2
H 2.15951 2.62082 -1.66482 0.1 0.0 0.1
H 0.58555 -0.43589 -0.93840 0.2 -0.5 -0.1
H 1.76788 -0.03658 0.35378 0.3 -0.2 -0.1
H 0.17870 -0.05123 1.93867 -0.3 0.3 0.3
H -1.80710 1.04161 -0.11122 0.0 0.3 -0.2
H -2.35630 0.33883 1.34822 -0.1 0.1 0.5
H -1.29976 1.79202 1.43633 -0.2 0.4 0.1
H -0.23266 -2.06324 1.14544 0.0 0.3 0.1
H 0.21457 -4.04871 -1.13268 -0.2 0.3 0.0
H -0.53380 -2.72605 -0.76661 0.0 0.0 0.0
O -0.60546 -3.55192 -1.26118 0.2 -0.3 -0.1
```
Positions in Å, forces in eV/Å.

Computed properties:
- ΔE to the lowest compared entry with this formula, charge and spin: 15.56 kcal/mol
- Largest force on an atom: 1.4 eV/Å
- SMILES: C[C@@H](O)CCO.O
- Frontier orbital gap: 0.412 Ha
- Spin multiplicity: 1

These are the Mulliken partial charges, in e, on atoms 1 to 8: C -0.50; O -0.52; C -0.47; C 0.54; C -1.47; O -0.66; H 0.25; H 0.32

***

- Among the records above, which one has the lowest ΔE to the lowest compared entry with this formula, charge and spin?
  number 3

***

- The highest ΔE to the lowest compared entry with this formula, charge and spin belongs to which entry?
  C4H12O2Sn

***

Repeat the fourth record exactly.
ORCA calculation (ωB97M-V/def2-TZVPD) on a 2-piece molecular cluster, C4H12O3 overall.

Geometry as XYZ:
```
19
Properties=species:S:1:pos:R:3:forces:R:3
C 0.83932 1.63291 -0.61593 0.7 -1.0 0.2
O 2.17182 1.87680 -1.05516 0.0 0.0 -0.4
C 0.80334 0.18609 -0.08075 -0.9 1.1 0.0
C -0.30866 -0.06389 0.96314 0.4 -0.5 -0.1
C -1.51668 0.87304 0.92054 0.4 -1.0 -0.5
O -0.83137 -1.39617 0.78658 -0.1 -0.3 -0.2
H 0.64216 2.33152 0.18057 -0.6 0.4 0.2
H 0.12895 1.68000 -1.44652 0.0 0.5 0.2
H 2.15951 2.62082 -1.66482 0.1 0.0 0.1
H 0.58555 -0.43589 -0.93840 0.2 -0.5 -0.1
H 1.76788 -0.03658 0.35378 0.3 -0.2 -0.1
H 0.17870 -0.05123 1.93867 -0.3 0.3 0.3
H -1.80710 1.04161 -0.11122 0.0 0.3 -0.2
H -2.35630 0.33883 1.34822 -0.1 0.1 0.5
H -1.29976 1.79202 1.43633 -0.2 0.4 0.1
H -0.23266 -2.06324 1.14544 0.0 0.3 0.1
H 0.21457 -4.04871 -1.13268 -0.2 0.3 0.0
H -0.53380 -2.72605 -0.76661 0.0 0.0 0.0
O -0.60546 -3.55192 -1.26118 0.2 -0.3 -0.1
```
Positions in Å, forces in eV/Å.

Computed properties:
- ΔE to the lowest compared entry with this formula, charge and spin: 15.56 kcal/mol
- Largest force on an atom: 1.4 eV/Å
- SMILES: C[C@@H](O)CCO.O
- Frontier orbital gap: 0.412 Ha
- Spin multiplicity: 1

These are the Mulliken partial charges, in e, on atoms 1 to 8: C -0.50; O -0.52; C -0.47; C 0.54; C -1.47; O -0.66; H 0.25; H 0.32